Entry 1:
Computed, not measured: C52H53GeIrN3O3P3S as an isolated structure, with ωB97M-V with the def2-TZVPD basis set.

LUMO level (alpha / beta) (eV): 2.381 / 2.306
HOMO (alpha / beta) (eV): -2.18 / -5.09
HOMO-LUMO gap (alpha / beta) (eV): 4.6 / 7.4

Geometry as ORCA input:
```
! RIJCOSX wB97M-V def2-TZVPD def2/J DEFGRID3
* xyz -1 6
Ir 1.115 -0.075 0.124
C 0.931 3.975 0.372
P 0.229 2.285 0.673
C 0.422 2.338 2.498
C -1.557 2.637 0.478
C -2.425 2.652 1.569
C -3.787 2.827 1.401
C -4.314 2.987 0.130
C -3.475 2.957 -0.971
C -2.104 2.767 -0.825
P -0.955 2.617 -2.251
C -1.935 1.500 -3.347
C -1.361 4.214 -3.121
H 0.479 4.694 1.059
H 0.757 4.291 -0.653
H 2.007 3.934 0.544
H -0.058 3.218 2.932
H 1.490 2.369 2.706
H 0.018 1.427 2.933
H -2.026 2.542 2.567
H -4.442 2.831 2.264
H -5.381 3.117 -0.003
H -3.905 3.060 -1.961
H -3.005 1.587 -3.160
H -1.626 0.476 -3.148
H -1.714 1.733 -4.388
H -2.432 4.316 -3.296
H -0.835 4.225 -4.078
H -1.015 5.054 -2.516
O 1.937 -2.340 0.068
S 1.858 -2.547 -1.383
O 1.684 -3.937 -1.760
O 0.880 -1.663 -2.030
C 3.422 -2.019 -2.030
C 4.431 -2.941 -2.245
C 5.617 -2.538 -2.835
C 5.762 -1.209 -3.222
C 4.767 -0.286 -2.969
C 3.576 -0.665 -2.338
P 2.214 0.548 -2.062
C 3.219 2.049 -1.685
C 2.858 3.327 -2.110
C 3.620 4.434 -1.770
C 4.732 4.294 -0.954
C 5.070 3.035 -0.474
C 4.323 1.928 -0.839
C 1.855 0.753 -3.868
C 2.517 1.691 -4.669
C 2.242 1.797 -6.022
C 1.326 0.952 -6.629
C 0.713 -0.028 -5.861
C 0.972 -0.125 -4.505
H 4.263 -3.970 -1.958
H 6.412 -3.249 -3.012
H 6.672 -0.893 -3.718
H 4.906 0.746 -3.259
H 1.971 3.454 -2.715
H 3.339 5.416 -2.131
H 5.329 5.158 -0.692
H 5.922 2.921 0.185
H 4.597 0.950 -0.462
H 3.260 2.347 -4.244
H 2.755 2.554 -6.604
H 1.113 1.046 -7.687
H 0.020 -0.720 -6.324
H 0.494 -0.902 -3.927
N -1.885 -4.720 -1.625
C -2.142 -3.404 -1.289
C -1.393 -2.797 -0.297
N -1.550 -1.440 -0.032
C -2.576 -0.809 -0.704
C -3.359 -1.502 -1.569
N -3.181 -2.804 -1.905
H -0.893 -4.918 -1.645
H -2.365 -4.987 -2.471
H -0.585 -3.308 0.194
H -2.714 0.241 -0.493
H -4.188 -1.002 -2.059
C -0.761 -0.737 0.937
Ge -1.385 -1.469 2.684
C -3.363 -1.631 2.567
C -4.227 -0.894 3.377
C -5.603 -0.988 3.233
C -6.150 -1.820 2.268
C -5.305 -2.569 1.460
C -3.931 -2.479 1.614
C -0.726 -3.321 2.930
C -1.571 -4.318 3.410
C -1.118 -5.621 3.559
C 0.187 -5.943 3.214
C 1.034 -4.959 2.723
C 0.582 -3.655 2.587
C -0.921 -0.494 4.341
C -1.478 0.746 4.656
C -1.106 1.434 5.800
C -0.169 0.887 6.666
C 0.397 -0.345 6.368
C 0.018 -1.029 5.223
H -3.818 -0.252 4.147
H -6.256 -0.419 3.885
H -7.224 -1.901 2.156
H -5.717 -3.234 0.711
H -3.291 -3.094 0.991
H -2.594 -4.067 3.667
H -1.783 -6.386 3.941
H 0.539 -6.963 3.320
H 2.048 -5.208 2.438
H 1.240 -2.897 2.178
H -2.203 1.178 3.978
H -1.551 2.397 6.021
H 0.127 1.418 7.561
H 1.131 -0.777 7.038
H 0.452 -1.997 5.000
C 2.682 0.219 1.664
H 3.447 -0.538 1.470
H 2.289 0.048 2.671
H 3.163 1.202 1.644
*
```

Entry 2:
Computed, not measured: C52H55BNO5S2 as an isolated structure, with ωB97M-V with the def2-TZVPD basis set.

LUMO level (eV): 1.925
HOMO (eV): -6.20
HOMO-LUMO gap (eV): 8.1

Geometry as ORCA input:
```
! RIJCOSX wB97M-V def2-TZVPD def2/J DEFGRID3
* xyz -1 1
C -1.111 -1.321 2.156
C -1.364 -0.404 1.382
C -1.879 0.730 0.413
S -1.854 2.405 1.189
O -1.538 3.364 0.080
O -0.718 2.532 2.166
N -3.318 2.898 1.858
S -4.068 1.677 2.749
O -3.153 0.883 3.614
O -5.046 2.362 3.662
B -5.171 0.561 1.672
C -5.354 -1.006 1.976
O -5.804 1.222 0.571
H -0.843 -2.352 2.521
H -2.858 0.457 -0.089
H -1.104 0.754 -0.427
H -5.647 -1.148 3.065
H -4.322 -1.493 1.878
H -6.088 -1.479 1.251
H -5.734 0.636 -0.207
C 2.066 2.761 -1.270
C 1.952 1.998 -0.113
C 2.737 0.861 0.049
C 3.644 0.494 -0.940
C 3.761 1.261 -2.095
C 2.969 2.392 -2.262
H 1.451 3.645 -1.398
H 1.248 2.287 0.661
H 2.643 0.261 0.947
H 4.260 -0.390 -0.811
H 4.470 0.975 -2.866
H 3.056 2.986 -3.165
C 1.934 3.982 3.168
C 3.080 3.871 2.381
C 4.290 4.388 2.830
C 4.361 5.008 4.074
C 3.221 5.115 4.863
C 2.007 4.607 4.409
H 0.984 3.583 2.815
H 3.026 3.383 1.416
H 5.178 4.307 2.213
H 5.306 5.407 4.427
H 3.277 5.597 5.833
H 1.118 4.698 5.022
C -2.925 -1.624 -4.262
C -1.608 -1.226 -4.460
C -1.208 0.059 -4.110
C -2.124 0.944 -3.553
C -3.442 0.545 -3.351
C -3.844 -0.737 -3.710
H -3.237 -2.625 -4.538
H -0.891 -1.919 -4.888
H -0.182 0.371 -4.270
H -1.811 1.945 -3.275
H -4.156 1.236 -2.915
H -4.872 -1.046 -3.558
C -2.295 6.163 2.679
C -0.978 6.559 2.478
C -0.576 7.845 2.823
C -1.491 8.734 3.378
C -2.809 8.337 3.582
C -3.212 7.053 3.229
H -2.608 5.161 2.407
H -0.263 5.863 2.052
H 0.450 8.155 2.660
H -1.178 9.736 3.651
H -3.522 9.029 4.017
H -4.240 6.745 3.383
C -4.729 -5.589 -8.331
C -3.412 -5.191 -8.527
C -3.013 -3.906 -8.177
C -3.931 -3.022 -7.620
C -5.248 -3.421 -7.421
C -5.648 -4.703 -7.779
H -5.041 -6.591 -8.607
H -2.695 -5.883 -8.954
H -1.987 -3.594 -8.336
H -3.619 -2.021 -7.343
H -5.963 -2.731 -6.985
H -6.676 -5.012 -7.628
C 2.160 -3.278 -8.032
C 3.100 -4.216 -7.619
C 3.657 -4.130 -6.348
C 3.267 -3.112 -5.486
C 2.325 -2.176 -5.896
C 1.774 -2.256 -7.171
H 1.728 -3.342 -9.024
H 3.399 -5.014 -8.290
H 4.395 -4.858 -6.030
H 3.698 -3.048 -4.493
H 2.020 -1.383 -5.222
H 1.043 -1.523 -7.492
C 0.486 -3.632 4.978
C -0.159 -4.383 5.955
C -0.077 -5.771 5.932
C 0.657 -6.408 4.937
C 1.304 -5.657 3.962
C 1.216 -4.270 3.979
H 0.419 -2.550 4.994
H -0.725 -3.886 6.734
H -0.586 -6.356 6.690
H 0.724 -7.490 4.922
H 1.878 -6.155 3.187
H 1.717 -3.685 3.215
C 4.525 -0.499 4.935
C 5.872 -0.565 5.270
C 6.389 -1.715 5.857
C 5.559 -2.804 6.100
C 4.212 -2.741 5.761
C 3.693 -1.586 5.182
H 4.122 0.400 4.481
H 6.521 0.282 5.075
H 7.439 -1.763 6.124
H 5.962 -3.703 6.553
H 3.564 -3.591 5.949
H 2.641 -1.534 4.924
*
```

Entry 3:
Computed, not measured: C52H55N3O4STe2W as an isolated structure, with ωB97M-V with the def2-TZVPD basis set.

LUMO level (alpha / beta) (eV): -8.219 / -8.433
HOMO (alpha / beta) (eV): -15.02 / -14.81
Relative energy (zero: lowest compared OMol25 entry of this formula, charge and spin) (kJ/mol): 0.0
HOMO-LUMO gap (alpha / beta) (eV): 6.8 / 6.4

Geometry as ORCA input:
```
! RIJCOSX wB97M-V def2-TZVPD def2/J DEFGRID3
* xyz 3 2
W 0.632 -0.227 0.141
C -2.475 5.674 3.612
C -1.905 4.971 2.415
C -0.542 4.665 2.340
C -0.014 4.006 1.245
C -0.867 3.640 0.208
C -2.226 3.929 0.254
C -2.732 4.597 1.356
S -0.267 2.769 -1.193
C 0.831 3.943 -1.947
O 0.739 1.739 -0.590
H -1.693 6.070 4.257
H -3.077 4.975 4.198
H -3.128 6.492 3.307
H 0.113 4.961 3.151
H 1.045 3.786 1.198
H -2.878 3.643 -0.565
H -3.788 4.839 1.395
H 1.551 4.287 -1.206
H 0.213 4.772 -2.296
H 1.321 3.457 -2.789
Te 2.624 1.000 1.616
C 4.256 -0.351 1.485
C 4.161 -1.583 0.855
C 5.316 -2.323 0.627
C 6.552 -1.831 1.021
C 6.633 -0.623 1.703
C 5.485 0.118 1.939
C 2.689 1.006 3.727
C 3.178 2.169 4.307
C 3.448 2.183 5.671
C 3.227 1.047 6.435
C 2.717 -0.105 5.846
C 2.450 -0.132 4.485
H 3.202 -1.997 0.573
H 5.248 -3.285 0.132
H 7.452 -2.391 0.802
H 7.591 -0.251 2.043
H 5.549 1.058 2.476
H 3.365 3.053 3.708
H 3.842 3.082 6.129
H 3.461 1.054 7.492
H 2.543 -0.989 6.446
H 2.083 -1.037 4.019
O -2.510 -1.865 4.584
C -3.685 -1.078 4.716
N -3.415 0.286 5.097
C -2.850 1.229 4.300
O -2.483 2.317 4.682
C -2.670 0.877 2.841
C -3.717 0.888 1.935
C -3.447 0.665 0.589
C -2.145 0.449 0.207
N -1.114 0.442 1.083
C -1.384 0.664 2.376
H -2.145 -2.026 5.461
H -4.366 -1.498 5.453
H -4.158 -1.109 3.740
H -3.523 0.558 6.065
H -4.731 1.079 2.268
H -4.236 0.666 -0.150
H -1.897 0.261 -0.833
H -0.539 0.677 3.054
C -3.313 -10.097 -1.135
C -2.776 -8.713 -0.911
C -2.177 -8.367 0.297
C -1.657 -7.108 0.545
C -1.080 -6.810 1.915
C -1.765 -6.165 -0.488
Te -1.210 -4.193 0.002
N 0.160 -2.009 -0.190
C 0.100 -2.480 -1.380
O -0.576 -3.591 -1.612
C 0.733 -1.614 -2.410
C 1.661 -0.670 -1.904
C 2.284 0.218 -2.769
C 1.955 0.202 -4.116
C 1.033 -0.717 -4.613
C 0.420 -1.626 -3.765
C 0.694 -4.519 0.829
C 1.568 -5.438 0.203
C 1.252 -6.250 -1.032
C 2.819 -5.629 0.782
C 3.226 -4.958 1.926
C 4.569 -5.216 2.544
C 2.354 -4.035 2.496
C 1.100 -3.778 1.977
C 0.297 -2.698 2.670
C -2.352 -6.466 -1.723
C -2.441 -5.492 -2.867
C -2.855 -7.747 -1.905
H -3.574 -10.581 -0.197
H -2.554 -10.713 -1.622
H -4.185 -10.084 -1.787
H -2.135 -9.104 1.092
H -1.373 -7.592 2.611
H -1.448 -5.859 2.320
H 0.009 -6.777 1.896
H 2.149 -0.843 -0.877
H 3.045 0.891 -2.395
H 2.441 0.891 -4.795
H 0.809 -0.738 -5.671
H -0.291 -2.348 -4.146
H 0.632 -5.715 -1.746
H 0.735 -7.172 -0.764
H 2.173 -6.527 -1.540
H 3.494 -6.339 0.319
H 5.244 -5.706 1.846
H 4.457 -5.871 3.412
H 5.025 -4.289 2.891
H 2.679 -3.489 3.376
H 0.510 -2.689 3.737
H -0.781 -2.819 2.558
H 0.564 -1.684 2.260
H -2.277 -4.463 -2.559
H -3.418 -5.542 -3.345
H -1.694 -5.720 -3.630
H -3.315 -7.998 -2.855
*
```

Entry 4:
Computed, not measured: C52H55N5O3P2RhS3 as an isolated structure, with ωB97M-V with the def2-TZVPD basis set.

LUMO level (alpha / beta) (eV): -1.898 / -4.012
HOMO (alpha / beta) (eV): -7.59 / -10.32
Relative energy (zero: lowest compared OMol25 entry of this formula, charge and spin) (kJ/mol): 197.7
HOMO-LUMO gap (alpha / beta) (eV): 5.7 / 6.3

Geometry as ORCA input:
```
! RIJCOSX wB97M-V def2-TZVPD def2/J DEFGRID3
* xyz 1 5
Rh -0.184 0.046 -0.664
C -5.510 4.432 -0.509
C -5.930 2.967 -0.528
N -4.832 2.071 -0.889
C -4.881 1.435 -2.202
C -5.740 0.169 -2.221
C -4.039 1.646 0.108
S -2.880 0.238 0.027
N -4.112 2.085 1.324
C -3.423 1.383 2.223
O -2.663 0.334 1.676
C -3.463 1.553 3.626
C -4.159 2.648 4.185
C -4.189 2.818 5.553
C -3.557 1.908 6.398
C -2.901 0.807 5.860
C -2.842 0.629 4.492
H -6.362 5.047 -0.217
H -5.166 4.753 -1.493
H -4.709 4.585 0.214
H -6.723 2.816 -1.260
H -6.303 2.686 0.458
H -3.873 1.215 -2.515
H -5.289 2.170 -2.895
H -5.247 -0.643 -1.687
H -5.900 -0.158 -3.248
H -6.708 0.359 -1.754
H -4.670 3.336 3.526
H -4.722 3.661 5.974
H -3.587 2.052 7.470
H -2.446 0.073 6.512
H -2.344 -0.230 4.064
C 0.487 4.027 -7.820
C 0.116 3.057 -6.735
C 0.603 3.227 -5.439
C 0.237 2.365 -4.423
C -0.625 1.315 -4.710
C -1.117 1.117 -5.990
C -0.736 1.986 -6.999
S -1.220 0.326 -3.374
O -1.466 1.263 -2.272
O -2.344 -0.449 -3.816
N -0.031 -0.574 -2.779
C 0.864 -1.236 -3.569
C 0.586 -1.551 -4.917
C 1.559 -2.133 -5.691
C 2.813 -2.383 -5.139
C 3.000 -2.083 -3.812
N 2.050 -1.545 -3.037
H 0.610 5.030 -7.413
H -0.271 4.051 -8.600
H 1.433 3.740 -8.285
H 1.264 4.058 -5.225
H 0.584 2.509 -3.407
H -1.815 0.310 -6.172
H -1.117 1.839 -8.001
H -0.403 -1.353 -5.300
H 1.353 -2.402 -6.719
H 3.609 -2.826 -5.720
H 3.948 -2.287 -3.329
C 5.059 -0.107 4.731
S 3.966 -1.440 5.294
C 4.142 -2.658 3.948
C 2.972 -2.690 2.965
C 2.812 -1.368 2.215
N 1.671 -1.333 1.281
P 0.282 -0.431 1.627
C 0.027 -0.644 3.414
C -0.499 -1.865 3.838
C -0.706 -2.100 5.187
C -0.422 -1.106 6.113
C 0.079 0.116 5.691
C 0.311 0.348 4.346
C 0.696 1.345 1.414
C -0.168 2.341 1.895
C 0.056 3.668 1.583
C 1.128 4.027 0.772
C 2.000 3.058 0.303
C 1.788 1.720 0.616
P 1.765 -1.546 -0.521
C 3.549 -1.944 -0.494
C 4.446 -0.934 -0.836
C 5.813 -1.139 -0.741
C 6.297 -2.364 -0.302
C 5.410 -3.381 0.021
C 4.040 -3.176 -0.074
C 0.918 -3.190 -0.680
C 1.376 -4.204 -1.523
C 0.711 -5.418 -1.606
C -0.429 -5.651 -0.855
C -0.909 -4.649 -0.027
C -0.246 -3.435 0.051
H 5.255 0.520 5.598
H 4.590 0.487 3.947
H 5.997 -0.528 4.374
H 4.241 -3.623 4.441
H 5.079 -2.434 3.434
H 2.049 -2.928 3.491
H 3.162 -3.493 2.249
H 3.732 -1.183 1.659
H 2.707 -0.563 2.945
H -0.747 -2.624 3.105
H -1.098 -3.055 5.512
H -0.588 -1.285 7.167
H 0.292 0.893 6.413
H 0.721 1.298 4.027
H -1.005 2.069 2.527
H -0.608 4.430 1.971
H 1.290 5.066 0.518
H 2.855 3.341 -0.297
H 2.506 0.971 0.311
H 4.062 0.017 -1.193
H 6.500 -0.348 -1.012
H 7.363 -2.531 -0.218
H 5.782 -4.341 0.354
H 3.358 -3.976 0.176
H 2.261 -4.065 -2.123
H 1.096 -6.187 -2.262
H -0.945 -6.599 -0.918
H -1.804 -4.809 0.560
H -0.655 -2.661 0.681
*
```

Number 1: total energy -163451.2628 eV. Number 2: total energy -88889.3242 eV. Number 3: total energy -94698.3501 eV. Number 4: total energy -122493.9130 eV.